Model A:
Here is C2H2O4 in the gas phase from the OMol25 dataset. Energies are from ωB97M-V/def2-TZVPD.

Kohn-Sham gap (eV): 10.38
Charge: 0
Structure (SMILES): O=C(O)C(=O)O

Positions of all 8 atoms, in Å:
O  1.462  -0.962  0.232
O  1.406  0.991  -0.595
O  -1.439  0.923  0.086
H  -2.425  0.967  0.309
C  -0.746  -0.221  0.058
O  -1.390  -1.206  0.423
H  2.413  -0.555  -0.275
C  0.719  0.064  -0.239

natural (NBO) population analysis, charges in e, atoms 1 to 6:
1 O -0.64
2 O -0.54
3 O -0.69
4 H 0.53
5 C 0.68
6 O -0.52

---

Model B:
Here is C2H2O4 in the gas phase from the OMol25 dataset. Energies are from ωB97M-V/def2-TZVPD.

Kohn-Sham gap (eV): 10.02
Charge: 0
Structure (SMILES): O=C(O)C(=O)O

Positions of all 8 atoms, in Å:
O  -1.374  0.885  -0.286
H  2.495  -0.156  -0.187
C  -0.674  -0.271  -0.036
H  -2.280  0.563  -0.027
O  -1.053  -1.368  0.273
O  1.623  -0.837  -0.192
O  0.838  1.351  0.349
C  0.593  0.164  -0.119

natural (NBO) population analysis, charges in e, atoms 1 to 6:
1 O -0.62
2 H 0.51
3 C 0.63
4 H 0.49
5 O -0.49
6 O -0.64

---

Relative calculated energies, zero for the most stable structure, unit eV: model A 0.000; model B 0.432.

---

Model A:
Here is C9H12O2 in the gas phase from the OMol25 dataset. Energies are from ωB97M-V/def2-TZVPD.

Kohn-Sham gap (eV): 9.16
Charge: 0
Structure (SMILES): C/C(C=O)=C/C(C)(C)C#CO

Positions of all 23 atoms, in Å:
H  -2.691  -0.595  -0.225
H  -0.825  -1.760  0.657
C  1.763  0.615  1.180
C  1.043  -1.250  2.668
H  2.013  -0.796  3.063
H  1.231  -2.327  2.423
H  -2.711  0.199  -1.749
C  0.718  -0.491  1.415
C  0.422  -0.719  -1.680
O  -0.529  3.702  -1.615
H  0.364  -1.137  3.421
H  1.626  1.441  0.443
H  -1.945  -1.592  -1.503
H  1.487  -0.510  -1.433
H  -1.283  4.159  -1.222
C  -0.410  2.450  -1.267
H  0.305  -0.267  -2.809
C  -0.543  1.348  -0.716
H  0.210  -1.808  -1.792
C  -0.268  -0.829  0.600
C  -0.570  -0.143  -0.666
O  2.701  0.852  1.952
C  -2.107  -0.541  -1.143

natural (NBO) population analysis, charges in e, atoms 1 to 6:
1 H 0.21
2 H 0.21
3 C 0.38
4 C -0.65
5 H 0.25
6 H 0.22

---

Model B:
Here is a 2-piece molecular cluster, C9H12O2 overall from the OMol25 dataset. Energies are from ωB97M-V/def2-TZVPD.

Kohn-Sham gap (eV): 9.90
Charge: 0

Positions of all 23 atoms, in Å:
H  0.062  -0.417  -1.940
C  -0.813  0.499  -0.170
H  1.465  0.995  2.340
C  1.987  -2.322  -0.712
H  -0.787  1.919  1.395
O  -1.237  -0.972  -0.330
H  -1.020  2.413  -1.272
C  0.058  -0.506  -0.851
H  1.589  1.812  0.825
O  -4.151  -0.457  0.057
C  -0.439  0.955  1.174
H  -0.753  0.343  2.047
C  1.183  0.905  1.272
C  -1.556  1.462  -1.145
C  -3.731  0.365  0.708
H  -2.439  1.923  -0.676
C  1.824  -0.285  0.721
H  -1.847  0.931  -1.948
H  1.572  -3.237  -0.233
H  3.052  -2.347  -0.328
H  1.802  -2.492  -1.757
H  2.873  -0.452  1.085
C  1.305  -1.035  -0.261

natural (NBO) population analysis, charges in e, atoms 1 to 6:
1 H 0.18
2 C 0.22
3 H 0.21
4 C -0.63
5 H 0.22
6 O -0.52

---

Relative calculated energies, zero for the most stable structure, unit eV: model A 2.155; model B 0.000.

---

Model A:
Here is an isolated ion of composition C6H16N2 and charge +1 from the OMol25 dataset. Energies are from ωB97M-V/def2-TZVPD.

Spin multiplicity: 2
Kohn-Sham gap (alpha / beta) (eV): 8.78 / 3.65
Charge: +1
Expectation value of S²: 0.7543

Positions of all 24 atoms, in Å:
H  -1.164  0.048  -3.000
H  0.303  0.881  1.391
H  1.109  -1.154  -0.759
H  -1.667  -0.776  -0.243
C  -1.179  0.151  0.068
H  0.864  -2.130  2.553
H  2.324  -3.028  2.493
H  -1.241  3.028  -1.865
H  -0.319  -0.622  1.781
H  -2.109  2.547  -0.475
H  1.217  -3.294  1.198
H  -1.795  0.830  0.662
C  0.082  -0.093  0.923
H  2.808  -0.817  1.498
N  -1.725  0.554  -2.338
C  1.301  -0.648  0.207
N  2.213  -1.493  1.013
C  1.603  -2.523  1.854
H  1.958  0.187  -0.080
C  -1.129  2.436  -0.955
H  -0.418  3.048  -0.402
H  0.179  0.719  -1.500
C  -0.843  0.963  -1.239
H  -2.372  1.186  -2.784

natural (NBO) population analysis, charges in e, atoms 1 to 6:
1 H 0.37
2 H 0.24
3 H 0.26
4 H 0.23
5 C -0.39
6 H 0.28

---

Model B:
Here is a 2-piece molecular cluster, C6H16N2 overall from the OMol25 dataset. Energies are from ωB97M-V/def2-TZVPD.

Spin multiplicity: 2
Kohn-Sham gap (alpha / beta) (eV): 7.39 / 5.84
Charge: +1
Expectation value of S²: 0.7585

Positions of all 24 atoms, in Å:
C  -1.915  0.710  0.095
H  3.259  -1.253  1.388
N  -0.401  0.397  0.411
H  -4.662  0.280  0.360
C  -4.085  0.021  -0.520
H  3.855  -1.604  -0.210
H  3.453  1.120  -0.073
C  3.659  -0.787  0.485
N  -2.697  -0.426  -0.324
H  1.821  1.156  -1.814
H  -1.840  1.352  -0.789
H  -0.292  -1.364  1.527
H  1.035  -0.252  -1.361
H  -0.975  0.122  2.384
C  2.041  0.195  -1.337
H  -4.026  0.827  -1.258
H  -4.616  -0.746  -1.085
H  4.634  -0.377  0.694
H  -2.688  -1.197  0.340
C  2.693  0.341  0.036
C  -0.611  -0.317  1.452
H  2.728  -0.363  -1.973
H  1.988  0.762  0.747
H  -2.355  1.404  0.824

natural (NBO) population analysis, charges in e, atoms 1 to 6:
1 C -0.11
2 H 0.20
3 N -0.03
4 H 0.20
5 C -0.44
6 H 0.22

---

Relative calculated energies, zero for the most stable structure, unit eV: model A 0.000; model B 2.824.